Entry 1:
Here is a structure of composition C23H40Cl3GdN4O3Si from OMol25. Energies are from ωB97M-V/def2-TZVPD.

E_HOMO (spin up / spin down) ... -3.9463 / -8.1464 eV
E ... -102882.027 eV
LUMO (spin up / spin down) ... 0.32 / -2.49 eV
Frontier orbital gap (spin up / spin down) ... 4.3 / 5.7 eV
Energy above the lowest of the compared OMol25 structures with the same formula, charge and spin ... 5.859 eV

ORCA input file:
```
! wB97M-V def2-TZVPD RIJCOSX def2/J DEFGRID3
* xyz 0 8
C 2.798 -2.467 -1.825
C 2.233 -1.675 -2.961
H 2.250 -3.406 -1.720
H 2.752 -1.913 -0.887
H 3.838 -2.743 -2.029
C 2.082 -2.188 -4.190
C 2.349 -3.620 -4.512
H 1.811 -1.568 -5.046
H 1.809 -4.322 -3.853
H 3.422 -3.871 -4.454
H 2.029 -3.821 -5.543
Gd 0.996 0.102 2.483
Cl 2.723 -1.327 3.675
Cl 2.634 1.421 1.054
C 0.178 3.329 2.166
O -0.211 2.167 2.506
N -0.655 4.308 1.811
C -2.102 4.058 1.744
C -0.146 5.568 1.268
H 1.254 3.557 2.126
H -2.430 3.571 2.672
H -2.379 3.435 0.874
H -2.597 5.029 1.637
H 0.752 5.881 1.812
H -0.913 6.339 1.367
H 0.112 5.498 0.200
H -1.455 -5.077 4.626
H -0.030 -3.859 1.326
C -2.079 -4.732 3.794
C -1.066 -4.120 1.574
N -1.374 -3.767 2.952
H -2.989 -4.290 4.217
C -1.046 -2.563 3.436
O -0.442 -1.694 2.733
H -1.737 -3.596 0.880
H -1.345 -2.370 4.480
H -2.331 -5.593 3.170
H -1.212 -5.194 1.495
O 1.058 -0.285 -1.419
C 1.883 -0.232 -2.601
C 0.439 0.248 -4.677
C 1.407 0.660 -3.769
H 0.001 -0.751 -4.576
C 0.030 1.086 -5.725
H 2.836 0.204 -2.269
C 2.045 1.898 -3.978
H -0.763 0.758 -6.403
C 0.618 2.337 -5.890
C 1.666 2.728 -5.041
H 2.874 2.176 -3.312
H 0.312 2.975 -6.719
H 2.202 3.674 -5.178
Si -0.720 -0.363 -1.429
Cl -0.729 -2.445 -1.464
C -1.981 -0.367 -2.883
C -0.536 1.641 -1.310
C -1.695 -0.044 0.214
H -1.808 0.433 -3.595
H -2.930 -0.206 -2.368
H -2.038 -1.337 -3.426
H -1.934 -0.957 0.786
H -2.657 0.356 -0.150
H -1.253 0.720 0.888
H -0.289 2.035 -2.307
H 0.322 1.852 -0.649
H -1.406 2.192 -0.922
N 0.078 -0.494 5.709
C -0.698 -0.229 6.787
C -1.054 1.113 6.696
C -0.447 1.600 5.526
N 0.222 0.598 4.890
H 0.595 -1.337 5.493
H -0.974 -0.987 7.502
H -1.674 1.663 7.383
H -0.484 2.601 5.129
*
```

---

Entry 2:
Here is a structure of composition C23H40Cl3N4O3SiSr from OMol25. Energies are from ωB97M-V/def2-TZVPD.

E_HOMO ... -5.1281 eV
E ... -82893.645 eV
LUMO ... 2.41 eV
Frontier orbital gap ... 7.5 eV
Energy above the lowest of the compared OMol25 structures with the same formula, charge and spin ... 0.210 eV

ORCA input file:
```
! wB97M-V def2-TZVPD RIJCOSX def2/J DEFGRID3
* xyz -1 1
C -1.310 -2.266 -7.094
C -2.218 -3.445 -7.109
H -0.279 -2.569 -7.305
H -1.355 -1.753 -6.134
H -1.616 -1.559 -7.869
C -2.229 -4.307 -8.139
C -1.415 -4.126 -9.374
H -2.888 -5.172 -8.139
H -0.353 -3.996 -9.128
H -1.731 -3.240 -9.950
H -1.496 -5.010 -10.015
Sr -0.916 -0.691 -1.336
Cl -2.823 1.278 -0.590
Cl -2.193 -0.642 -3.856
C -3.315 -1.771 0.732
O -2.118 -2.077 0.562
N -4.275 -2.649 1.052
C -3.872 -4.014 1.390
C -5.683 -2.366 0.784
H -3.655 -0.730 0.602
H -2.924 -3.979 1.935
H -3.736 -4.628 0.480
H -4.654 -4.464 2.014
H -5.823 -1.279 0.788
H -6.302 -2.833 1.554
H -5.987 -2.757 -0.202
H 3.846 -0.772 -2.954
H 1.468 -2.170 -4.070
C 4.109 -1.813 -2.716
C 2.182 -2.957 -3.788
N 2.895 -2.602 -2.568
H 4.660 -1.836 -1.768
C 2.230 -2.518 -1.400
O 1.009 -2.640 -1.253
H 1.658 -3.914 -3.640
H 2.877 -2.268 -0.537
H 4.717 -2.238 -3.515
H 2.926 -3.062 -4.578
O -2.192 -3.957 -4.789
C -3.073 -3.657 -5.859
C -3.823 -6.060 -6.119
C -4.167 -4.711 -6.000
H -2.765 -6.320 -6.267
C -4.801 -7.052 -6.030
H -3.503 -2.668 -5.649
C -5.521 -4.339 -5.977
H -4.492 -8.102 -6.060
C -6.145 -6.695 -5.925
C -6.505 -5.333 -5.920
H -5.765 -3.272 -5.990
H -6.910 -7.466 -5.888
H -7.552 -5.047 -5.871
Si -2.483 -4.646 -3.292
Cl 1.540 0.238 -2.793
C -1.892 -6.414 -3.306
C -4.256 -4.461 -2.716
C -1.559 -3.590 -2.122
H -2.625 -7.111 -3.745
H -1.730 -6.706 -2.253
H -0.939 -6.526 -3.851
H -0.480 -3.630 -2.308
H -1.742 -3.789 -1.061
H -1.937 -2.578 -2.390
H -5.003 -4.888 -3.402
H -4.471 -3.387 -2.587
H -4.375 -4.957 -1.735
N 0.106 0.627 3.175
C 1.435 0.318 2.920
C 1.464 -0.242 1.662
N 0.176 -0.250 1.155
C -0.621 0.254 2.086
H -0.279 1.062 4.005
H 2.233 0.523 3.609
H 2.300 -0.621 1.104
H -1.691 0.404 2.017
*
```

---

Entry 3:
Here is a cluster of 2 separate species, C23H40F4N5O10PS in total from OMol25. Energies are from ωB97M-V/def2-TZVPD.

E_HOMO ... -7.1498 eV
E ... -83412.957 eV
LUMO ... -1.35 eV
Frontier orbital gap ... 5.8 eV

ORCA input file:
```
! wB97M-V def2-TZVPD RIJCOSX def2/J DEFGRID3
* xyz 0 1
C 1.211 -3.369 -4.796
C 2.416 -3.894 -4.014
C 2.266 -3.588 -2.523
C 2.813 -2.215 -2.106
C 1.743 -1.117 -2.107
N 1.952 -0.047 -1.101
P 3.328 1.016 -1.404
N 3.075 2.535 -1.239
C 1.123 0.129 -0.100
N 1.320 1.221 0.748
C 2.188 1.130 1.928
C 3.041 -0.109 2.080
O 2.358 -1.057 2.859
C 4.333 0.252 2.822
F 5.074 1.150 2.135
F 4.104 0.695 4.072
F 5.085 -0.891 2.916
C -0.073 1.680 0.917
S -0.372 2.988 2.126
C -0.394 2.258 -0.521
O -1.253 3.400 -0.504
C -1.473 3.855 -1.793
C -2.568 3.192 -2.576
O -0.806 4.780 -2.249
C -0.807 0.319 1.151
C -2.266 0.241 0.715
C -3.196 1.129 1.566
C -3.974 2.154 0.756
C -4.383 3.333 1.619
O -4.383 4.547 0.839
C -3.511 5.487 1.273
O -3.524 5.981 2.375
C -0.687 -0.135 2.607
O -1.690 -1.057 3.001
N -1.053 -2.209 3.598
O -1.790 -2.796 4.249
N -0.017 -0.497 0.174
C -0.244 -1.922 0.122
C 0.933 -2.849 0.383
F -0.829 -2.276 -1.069
H 0.310 -3.723 -4.310
H 1.202 -3.727 -5.814
H 1.176 -2.284 -4.749
H 2.408 -4.970 -4.116
H 3.334 -3.482 -4.412
H 2.725 -4.357 -1.913
H 1.208 -3.617 -2.288
H 3.567 -1.942 -2.838
H 3.335 -2.250 -1.157
H 0.734 -1.502 -2.087
H 1.847 -0.617 -3.064
H 4.318 0.495 -0.564
H 3.648 0.659 -2.720
H 3.208 3.012 -2.121
H 2.850 1.989 1.901
H 1.635 1.223 2.854
H 3.387 -0.553 1.150
H 2.698 -1.931 2.662
H 0.745 3.704 1.942
H -0.864 1.509 -1.152
H 0.541 2.570 -0.978
H -3.523 3.385 -2.103
H -2.584 3.577 -3.581
H -2.444 2.115 -2.586
H -2.386 0.516 -0.326
H -2.599 -0.786 0.785
H -3.918 0.468 2.030
H -2.674 1.585 2.397
H -4.863 1.689 0.351
H -3.406 2.539 -0.074
H -5.358 3.169 2.060
H -3.699 3.463 2.449
H -2.764 5.755 0.519
H 0.265 -0.640 2.763
H -0.732 0.698 3.294
H -0.999 -2.147 0.863
H 0.747 -3.380 1.307
H 1.895 -2.363 0.479
H 0.946 -3.605 -0.385
C -2.966 -4.322 0.695
O -2.810 -4.827 1.832
O -3.151 -2.892 0.771
O -2.928 -4.798 -0.434
H -3.134 -2.846 1.739
*
```

---

Entry 4:
Here is a structure of composition C23H40GaNO3P2 from OMol25. Energies are from ωB97M-V/def2-TZVPD.

E_HOMO ... -13.0507 eV
E ... -103072.588 eV
LUMO ... -6.94 eV
Frontier orbital gap ... 6.1 eV
Energy above the lowest of the compared OMol25 structures with the same formula, charge and spin ... 1.886 eV

ORCA input file:
```
! wB97M-V def2-TZVPD RIJCOSX def2/J DEFGRID3
* xyz 2 1
Ga 0.078 0.549 -0.073
P -2.129 0.177 -0.447
C -2.248 0.953 -2.137
C -0.871 1.369 -2.668
N 0.206 1.440 -1.819
C 1.489 1.617 -2.249
C 1.667 2.258 -3.460
C 0.524 2.536 -4.226
C -0.732 2.076 -3.849
C 2.619 1.116 -1.380
P 2.199 -0.382 -0.394
H -1.599 2.154 -4.496
H 2.651 2.604 -3.755
H 0.631 3.044 -5.180
H 3.495 0.838 -1.978
H 2.939 1.911 -0.688
H -2.757 0.188 -2.721
H -2.982 1.841 -2.001
H -1.028 -2.529 -3.966
O -1.480 -2.759 -4.827
H -2.436 -2.674 -4.514
H -0.011 -3.394 0.138
O 0.022 -4.328 -0.157
H -0.005 -4.144 -1.160
C 2.724 -1.741 -1.478
H 3.734 -1.525 -1.869
H 2.762 -2.706 -0.951
H 2.061 -1.869 -2.344
C 3.435 -0.375 0.941
H 3.414 -1.308 1.527
H 4.456 -0.278 0.527
H 3.294 0.456 1.648
C -2.974 1.628 0.302
H -3.964 1.695 -0.178
H -3.102 1.598 1.390
H -2.449 2.565 0.072
C -3.362 -1.166 -0.270
H -3.653 -1.352 0.779
H -4.264 -0.862 -0.831
H -2.966 -2.097 -0.704
C -0.788 5.260 2.832
C -0.256 3.970 2.244
C 1.134 4.238 1.647
C -0.285 2.844 3.257
C -0.699 2.919 4.602
C -0.687 1.764 5.395
C -0.307 0.535 4.837
C 0.069 0.409 3.493
C 0.481 -0.992 2.993
C 1.634 -1.589 3.828
C -0.678 -2.005 2.991
C 0.089 1.606 2.705
O 0.481 1.643 1.417
H -0.129 5.563 3.651
H -1.797 5.099 3.217
H -0.816 6.056 2.079
H -0.918 3.691 1.402
H 1.858 4.381 2.460
H 1.480 3.396 1.040
H 1.118 5.121 0.992
H -0.995 3.891 5.026
H -0.959 1.815 6.449
H -0.292 -0.362 5.466
H 0.858 -0.914 1.960
H 1.318 -1.767 4.867
H 1.964 -2.557 3.415
H 2.500 -0.915 3.836
H -1.512 -1.666 2.364
H -0.356 -2.988 2.613
H -1.048 -2.152 4.014
*
```